Entry 1:
Molecular formula: C2H7O2P
Method: DFT, ωB97M-V with the def2-TZVPD basis set

The orbital gap comes out at 10.659 eV. Its structure (SMILES) is C[PH3]OC=O.

ORCA input file:
```
! RIJCOSX wB97M-V def2-TZVPD def2/J DEFGRID3
* xyz 0 1
P -0.187 1.068 -0.143
O 0.932 -0.062 -0.941
O 2.142 -1.889 -0.639
C -1.300 -0.349 0.268
C 1.487 -1.006 -0.243
H -0.903 2.044 0.506
H -0.800 -0.555 1.234
H -1.062 -1.192 -0.465
H -2.315 -0.167 0.374
H 1.286 -0.941 0.882
H -0.201 1.624 -1.425
H 0.923 1.424 0.592
*
```

Entry 2:
Molecular formula: C30H60F6N13O14S6
Method: DFT, ωB97M-V with the def2-TZVPD basis set

The orbital gap comes out at 5.704 eV.

ORCA input file:
```
! RIJCOSX wB97M-V def2-TZVPD def2/J DEFGRID3
* xyz 3 1
S 4.429 1.886 4.996
S 4.370 3.180 7.007
S -6.393 -1.467 -2.649
S -0.757 -5.780 -6.930
S -5.627 -0.236 -0.769
S 1.423 -5.784 -5.968
F 1.856 -6.030 -4.452
F 3.385 1.421 3.844
F 3.249 3.285 8.095
F -4.282 0.690 -0.561
F -5.830 -2.777 -3.515
F -1.906 -4.616 -6.808
O -1.533 -6.990 -6.724
O 1.623 -7.004 -6.630
O 4.565 4.574 6.626
O 2.272 -4.678 -6.355
O -1.902 1.019 4.384
O 5.089 0.579 5.329
O 5.388 2.506 7.774
O -6.572 0.781 -1.169
O -7.369 -2.003 -1.706
O 5.099 2.978 4.346
O -5.625 -0.932 0.509
O -6.800 -0.599 -3.749
O 1.054 0.051 -2.013
O -0.090 -5.569 -8.218
N 0.094 -5.365 -5.524
N -4.137 -7.064 1.760
N 0.737 -3.977 8.450
N 1.019 -2.780 10.361
N -2.319 5.976 -6.102
N -2.518 -7.476 0.303
N 7.402 6.641 -5.873
N -1.406 3.238 5.097
N 7.091 4.703 -4.821
N -3.708 4.614 -7.192
N 3.322 2.196 6.020
N -0.437 -1.185 -3.473
N -5.056 -1.210 -2.062
C 7.646 2.928 -3.149
C -5.056 -5.922 3.773
C 6.551 5.939 -5.024
C -2.238 1.938 5.142
C 0.273 -0.889 -2.175
C -3.348 -6.546 -0.282
C -3.157 5.470 -5.181
C -1.481 3.960 3.680
C 2.840 -2.601 11.901
C -3.548 1.914 5.851
C 8.183 5.710 -6.440
C -4.057 4.683 -5.875
C -4.956 -7.147 2.944
C -1.388 7.054 -5.849
C -0.059 -4.582 9.380
C -2.934 -7.685 1.562
C -1.464 -8.111 -0.485
C 7.405 8.072 -6.104
C 8.057 4.522 -5.684
C -4.236 -6.144 0.707
C 1.639 -1.914 11.348
C 1.267 -2.768 8.982
C -1.475 8.067 -7.135
C -4.401 3.820 -8.225
C -0.055 -1.774 -0.941
C -0.320 -0.065 -4.599
C 0.930 -4.504 7.075
C -2.655 5.468 -7.297
C 0.200 -3.907 10.627
C 6.448 3.675 -3.962
H -0.689 -5.411 9.093
H -5.007 4.557 -8.753
H 8.566 2.557 -3.599
H -0.314 -2.130 -3.806
H 1.864 -4.003 6.821
H -2.410 -8.440 2.129
H -2.106 5.740 -8.187
H 0.894 -1.843 12.141
H -1.583 -7.793 -1.520
H -4.379 2.364 5.307
H -1.644 3.939 5.783
H -0.373 6.680 -5.716
H 3.015 -2.017 12.805
H -3.900 0.912 6.095
H 8.602 3.594 -5.773
H -0.454 -7.867 -0.157
H 8.302 8.540 -6.509
H -1.389 -1.229 -3.138
H -3.112 5.570 -4.106
H -3.221 -6.235 -1.308
H 8.833 6.079 -7.219
H 2.618 -3.639 12.147
H -0.610 8.127 -7.796
H 5.935 2.994 -4.641
H 8.066 3.357 -2.239
H -0.472 2.874 5.226
H 3.726 -2.580 11.266
H 5.756 4.170 -3.279
H 5.812 6.344 -4.349
H -4.961 2.992 -7.790
H -4.637 -7.922 3.641
H -3.336 2.327 6.837
H -5.901 -7.556 2.587
H -1.458 -9.184 -0.293
H 0.727 -1.908 -0.193
H -0.921 -0.419 -5.436
H 1.327 -5.518 7.029
H -5.548 -5.057 3.329
H 7.388 1.969 -2.699
H 6.995 8.606 -5.246
H -1.773 7.637 -5.012
H 6.739 8.243 -6.950
H -2.469 4.380 3.489
H -4.879 4.082 -5.513
H 1.842 -0.898 11.011
H -0.060 -4.114 11.655
H -1.468 9.020 -6.607
H -4.920 -5.318 0.579
H 0.091 -4.172 6.463
H -2.387 7.953 -7.720
H -5.714 -6.137 4.614
H -0.607 0.935 -4.273
H -0.915 4.888 3.760
H -1.073 3.318 2.899
H 0.727 -0.285 -4.804
H -0.081 -2.765 -1.393
H -3.586 3.534 -8.890
H -4.132 -5.485 4.152
H -1.019 -1.632 -0.453
H 1.871 -2.185 8.302
*
```

no.,calculated total energy (hartree)
1,-572.16900
2,-5931.27473